{
  "formula": "C34H80F6Mg2O22S2",
  "method": "ωB97M-V/def2-TZVPD",
  "total_charge": 2,
  "multiplicity": 1,
  "largest_force_ev_per_a": 3.82,
  "relative_energy_ev": 0.000,
  "gap_ha": 0.2517,
  "symbols": ["Mg", "Mg", "C", "F", "F", "F", "S", "O", "O", "O", "C", "F", "F", "F", "S", "O", "O", "O", "C", "O", "C", "C", "O", "C", "H", "H", "H", "H", "H", "H", "H", "H", "H", "H", "C", "O", "C", "C", "O", "C", "H", "H", "H", "H", "H", "H", "H", "H", "H", "H", "C", "O", "C", "C", "O", "C", "H", "H", "H", "H", "H", "H", "H", "H", "H", "H", "C", "O", "C", "C", "O", "C", "H", "H", "H", "H", "H", "H", "H", "H", "H", "H", "C", "O", "C", "C", "O", "C", "H", "H", "H", "H", "H", "H", "H", "H", "H", "H", "C", "O", "C", "C", "O", "C", "H", "H", "H", "H", "H", "H", "H", "H", "H", "H", "C", "O", "C", "C", "O", "C", "H", "H", "H", "H", "H", "H", "H", "H", "H", "H", "C", "O", "C", "C", "O", "C", "H", "H", "H", "H", "H", "H", "H", "H", "H", "H"],
  "positions_angstrom": [[-0.2685, 2.4541, -2.1759], [1.8839, 1.3964, 1.3123], [-2.5083, 0.4965, 1.1100], [-2.7808, -0.6118, 1.8218], [-3.4818, 0.7628, 0.2503], [-2.2958, 1.5551, 1.8677], [-0.8607, 0.1409, 0.1161], [-0.7748, 1.1063, -0.9670], [0.2377, 0.3780, 1.0500], [-0.8960, -1.2123, -0.4584], [1.0533, 5.7793, 0.7252], [1.5461, 5.9241, 1.9803], [0.3350, 6.8418, 0.2370], [2.1025, 5.5852, -0.0453], [0.0429, 4.1335, 0.6882], [0.8010, 3.0190, 1.3145], [-1.1548, 4.4212, 1.4739], [-0.1493, 3.8280, -0.7621], [-1.9811, -5.9971, -7.5136], [-1.5960, -5.3713, -6.3539], [-2.0218, -4.0315, -6.3018], [-1.7250, -3.3570, -4.9576], [-2.2478, -4.1053, -3.8254], [-2.1393, -3.4622, -2.5072], [-1.6391, -7.0038, -7.2735], [-1.3863, -5.8050, -8.4066], [-3.0227, -6.1424, -7.8000], [-3.0598, -3.9339, -6.6196], [-1.4579, -3.4837, -7.0568], [-2.1819, -2.3676, -4.9778], [-0.6373, -3.2891, -4.9754], [-2.4492, -4.1613, -1.7305], [-2.9141, -2.6958, -2.5290], [-1.1453, -3.0345, -2.3757], [3.8042, -4.5280, -4.4855], [4.6333, -3.8778, -3.4308], [4.7271, -4.5247, -2.1069], [3.3281, -4.7936, -1.4362], [2.5664, -3.7024, -0.9277], [2.0394, -2.8591, -2.0011], [2.7482, -4.4171, -4.2392], [3.9726, -5.6032, -4.4234], [3.8983, -4.0706, -5.4703], [5.4449, -4.0198, -1.4604], [5.2259, -5.4939, -2.1080], [3.4074, -5.4621, -0.5789], [2.7821, -5.3910, -2.1663], [2.7971, -2.3631, -2.6076], [1.4472, -2.0647, -1.5468], [1.3365, -3.3504, -2.6739], [1.3798, 5.0869, -3.2693], [0.7386, 3.8426, -3.3866], [0.7861, 3.2282, -4.7071], [1.0331, 1.7159, -4.4485], [0.0275, 1.2191, -3.5073], [-0.2978, -0.1971, -3.6171], [0.9121, 5.7975, -3.9509], [2.4296, 5.2306, -3.5249], [1.3029, 5.4834, -2.2569], [1.5780, 3.7354, -5.2582], [-0.1476, 3.5067, -5.1956], [2.0685, 1.6363, -4.1173], [0.8656, 1.2137, -5.4013], [0.0844, -0.8975, -2.8745], [-0.3476, -0.5680, -4.6409], [-1.3272, -0.3375, -3.2871], [-0.7618, -7.1611, 3.3051], [0.1458, -6.2014, 2.8126], [-0.0082, -5.9386, 1.4396], [-0.6145, -4.5403, 1.2324], [-2.0142, -4.7400, 1.2971], [-2.7084, -3.4746, 1.3314], [-0.5262, -8.1240, 2.8518], [-1.8223, -7.0197, 3.0969], [-0.5826, -7.2873, 4.3728], [-0.6191, -6.6551, 0.8904], [0.9381, -5.9186, 0.8989], [-0.4530, -4.1704, 0.2199], [-0.2998, -3.9207, 2.0722], [-2.5696, -2.9700, 2.2876], [-3.7764, -3.6375, 1.4764], [-2.6206, -2.8944, 0.4129], [-3.4016, 3.6376, 4.5896], [-3.2840, 4.9423, 4.9869], [-2.0317, 5.5218, 4.9282], [-0.7877, 4.6690, 5.0924], [-0.5633, 3.8599, 6.1741], [-0.0130, 4.5927, 7.2468], [-2.5921, 2.9990, 4.9432], [-3.4160, 3.5627, 3.5022], [-4.3152, 3.1393, 4.9138], [-2.1301, 6.1993, 5.7764], [-1.9461, 6.1007, 4.0085], [0.1074, 5.2127, 4.7903], [-0.7653, 3.9890, 4.2408], [-0.6855, 5.4256, 7.4518], [0.9228, 5.0563, 6.9347], [0.0422, 3.9820, 8.1480], [4.2691, -0.6064, 0.4635], [3.1669, -0.3624, 1.3340], [2.8329, -1.6529, 1.9485], [3.7364, -2.1121, 3.1099], [3.8442, -1.0434, 4.0498], [4.4265, -1.3669, 5.3095], [4.7274, 0.2282, -0.0670], [3.9744, -1.2585, -0.3587], [5.0217, -1.0599, 1.1084], [2.8167, -2.4120, 1.1664], [1.7918, -1.5202, 2.2426], [4.6855, -2.5522, 2.8041], [3.2364, -2.9341, 3.6222], [4.7455, -0.4204, 5.7460], [5.2178, -2.0795, 5.0769], [3.6667, -1.7662, 5.9814], [-4.3298, 5.0486, -0.2314], [-4.6764, 4.2453, -1.3613], [-5.8238, 3.3837, -1.0872], [-5.8666, 2.2900, -2.1558], [-5.4077, 2.8908, -3.3967], [-5.8980, 2.0639, -4.4513], [-4.9821, 5.9188, -0.1583], [-3.2750, 5.3035, -0.3348], [-4.3238, 4.5970, 0.7606], [-6.7736, 3.9181, -1.1017], [-5.6491, 2.9777, -0.0908], [-6.8023, 1.7425, -2.0421], [-5.1241, 1.5319, -1.9064], [-6.9848, 2.1379, -4.4887], [-5.5895, 1.0207, -4.3839], [-5.5904, 2.5697, -5.3666], [0.2830, 0.9420, 3.9869], [1.5095, 1.1062, 3.2398], [2.3960, 1.7860, 4.1424], [3.6691, 2.0647, 3.3661], [3.2979, 2.4027, 2.0619], [4.2595, 3.1998, 1.4200], [0.4317, 0.5591, 4.9965], [-0.3759, 0.2251, 3.4972], [-0.2378, 1.8983, 4.0363], [2.6831, 1.2414, 5.0419], [1.8411, 2.6616, 4.4792], [4.1808, 1.1031, 3.4043], [4.3187, 2.6522, 4.0149], [4.5742, 4.1158, 1.9200], [3.7026, 3.6023, 0.5739], [5.0838, 2.5507, 1.1246]],
  "atomic_forces_ev_per_a": [[-0.42, 2.17, 1.46], [-0.73, -1.44, 0.59], [0.77, -0.64, -0.63], [0.23, 1.47, -0.54], [0.36, -0.34, 0.27], [-0.05, -0.41, 0.15], [-0.26, -3.74, -0.71], [-0.63, 1.20, -0.36], [-0.44, -0.36, 0.04], [-0.35, 2.14, 1.51], [-0.41, -0.27, 0.40], [-1.30, 0.45, -1.19], [1.19, -2.01, 1.45], [0.58, 0.13, -0.79], [-2.82, -0.27, 1.58], [0.29, 1.82, -1.11], [1.88, -0.08, -1.71], [0.45, 0.78, 0.83], [1.10, -3.14, -0.78], [-0.54, 1.70, 1.15], [-0.17, 0.14, 0.04], [-0.64, -1.26, 0.57], [0.79, 0.34, -0.04], [-0.79, -0.08, -2.30], [-0.27, -0.50, -0.38], [0.03, 0.98, -0.12], [-0.39, 0.87, 0.52], [-0.35, -0.18, 0.35], [0.21, 0.47, -0.14], [0.03, 0.32, -0.04], [0.35, 0.15, 0.78], [0.47, -0.26, -0.23], [0.16, 0.56, 0.34], [0.03, -0.10, 0.32], [-0.06, -0.11, 2.39], [-0.19, -0.47, 0.14], [-1.45, -0.22, -0.43], [0.92, -0.25, -0.20], [-0.23, 1.06, -1.94], [-0.05, 0.17, 0.91], [-0.17, 0.17, 0.16], [0.34, -0.01, -0.64], [0.90, -0.05, 0.32], [-0.38, 1.08, -0.31], [-0.26, -0.53, -0.84], [0.53, 0.03, 0.05], [-0.50, 0.22, -0.16], [0.42, -0.34, 0.07], [0.02, -0.06, 0.50], [0.14, -0.64, 0.06], [-0.11, 2.45, 0.02], [0.24, -1.55, 0.19], [-0.08, 0.19, 0.88], [-0.72, 1.21, -1.47], [1.40, -1.08, -1.69], [-2.08, -0.77, 0.39], [-0.46, 0.08, 0.12], [0.37, -1.39, -0.15], [-0.43, -0.40, -0.13], [0.25, -0.60, -0.15], [-0.16, -0.51, -0.12], [-0.18, -0.59, 0.37], [0.31, -0.23, 0.11], [1.52, 0.51, -0.25], [0.81, 0.33, 0.00], [-0.45, 0.81, -0.17], [0.30, -1.24, 0.13], [-0.22, 0.21, -0.29], [0.13, 1.33, -0.74], [-0.88, -1.68, -0.09], [-1.31, 1.46, 0.33], [-0.99, -1.40, 0.71], [0.08, -0.29, -0.06], [0.01, 0.74, 0.02], [-0.12, 0.29, -0.04], [-0.24, -0.21, 0.32], [0.55, -0.24, 0.44], [0.87, 0.45, 0.08], [0.33, 0.47, -0.25], [1.15, 0.53, -0.22], [-0.21, -0.77, -0.59], [0.58, 0.20, 0.23], [0.04, -1.62, -1.04], [-1.23, -0.45, 0.73], [0.40, 1.13, 1.45], [0.18, -0.75, -2.93], [0.00, -0.62, 1.15], [-0.73, 0.72, 0.17], [0.18, -0.02, 0.17], [0.12, -0.06, -0.45], [-0.21, 0.62, 0.37], [0.61, 0.61, -0.16], [0.36, 0.05, -0.20], [0.18, 0.98, 0.60], [-0.49, -0.42, -0.31], [-0.04, 0.14, 0.37], [0.43, -0.27, 0.24], [0.27, -0.08, -0.30], [0.73, -0.55, -0.24], [-0.06, 0.18, -0.42], [-0.64, 0.02, 0.26], [-0.92, 0.68, 0.65], [-0.12, 0.41, -0.90], [-0.44, -0.08, -0.76], [-0.41, 0.79, 0.66], [-0.07, -0.50, 0.25], [0.35, -0.12, -0.56], [0.16, -0.06, -0.12], [0.17, -0.05, 0.45], [0.42, 0.49, -0.16], [-0.42, -0.29, -0.27], [0.48, -0.21, -0.07], [0.32, 0.10, 0.83], [0.07, -0.43, 0.00], [0.30, 0.15, -0.33], [-0.71, -0.70, 1.19], [1.07, 0.41, -0.55], [2.14, 0.95, 0.93], [-1.74, -1.70, 0.71], [-0.32, 1.43, -0.51], [0.16, 0.23, -0.13], [-0.12, 0.52, -0.40], [-0.52, -0.85, -0.03], [0.11, 0.45, 0.04], [-0.36, -0.33, 0.07], [-0.55, 0.43, -1.08], [0.33, -0.22, 0.10], [-0.20, -0.37, 0.18], [0.20, -0.02, -0.02], [0.39, -0.47, -0.15], [-1.03, -0.36, -0.50], [-0.19, -0.68, 2.24], [0.33, 0.87, -0.42], [-0.56, -2.41, 2.62], [1.54, 1.78, 0.97], [-0.15, 0.56, -1.70], [0.50, 0.13, -0.07], [0.30, 0.07, -0.26], [0.07, 0.08, 0.08], [-0.35, -0.55, -0.16], [0.24, 0.42, -0.05], [0.15, -0.23, -0.74], [-0.07, 1.29, -0.94], [0.04, -0.45, 0.77], [0.44, -0.14, -0.59], [0.26, 0.42, -0.10]]
}